1.
# C22H23F2NO2

One molecule with the formula C22H23F2NO2 (wB97M-V/def2-TZVPD, the Open Molecules 2025 dataset).

Last column: Löwdin charge in e.
Cartesian coordinates (Å):
C  -6.51911  -0.19488  0.56262  -0.0891
O  -5.56846  -0.07584  -0.46739  -0.0839
C  -4.29740  -0.50306  -0.23486  -0.2823
C  -3.83554  -1.02256  0.96950  -0.0220
C  -2.51254  -1.40523  1.09076  -0.0446
C  -1.61854  -1.30098  0.02790  -0.2414
C  -0.22710  -1.67970  0.22174  -0.0632
C  0.65738  -1.95820  -0.73285  -0.0871
C  2.09773  -2.25089  -0.46167  -0.1912
N  2.95709  -1.31948  -1.18725  -0.1645
C  4.36989  -1.47408  -0.89187  -0.1878
C  4.78393  -0.90462  0.47248  -0.1702
C  4.33722  0.55015  0.60801  -0.1459
C  2.83885  0.65382  0.33067  -0.2197
C  2.32397  2.06310  0.31620  -0.3219
O  3.02129  3.04209  0.20171  0.1345
C  0.82401  2.16629  0.31118  -0.0764
C  0.21065  2.85973  -0.72703  0.0669
C  -1.16789  2.94103  -0.77589  -0.2628
F  -1.74477  3.58925  -1.80377  0.0649
C  -1.97326  2.38162  0.20108  0.0061
C  -1.37100  1.72018  1.25418  0.0030
C  0.00747  1.60846  1.28918  -0.2203
F  0.55984  0.95798  2.33445  0.0699
C  2.56577  0.06113  -1.08073  -0.1358
C  -2.09705  -0.77916  -1.17681  -0.0253
C  -3.40800  -0.38437  -1.30593  -0.0018
H  -6.24315  0.40304  1.43757  0.0944
H  -7.45157  0.18528  0.14861  0.0936
H  -6.65672  -1.23816  0.86426  0.0965
H  -4.49288  -1.12987  1.81836  0.1035
H  -2.16648  -1.80256  2.03465  0.1178
H  0.08719  -1.73447  1.25813  0.1159
H  0.37748  -1.95935  -1.77638  0.1170
H  2.27276  -2.23444  0.62562  0.1148
H  2.34841  -3.25383  -0.82758  0.1265
H  4.91971  -0.94948  -1.67994  0.1223
H  4.62098  -2.53553  -0.95108  0.1181
H  5.86743  -0.97529  0.57512  0.1103
H  4.33602  -1.49895  1.27204  0.1052
H  4.87392  1.17680  -0.10738  0.1220
H  4.55897  0.92343  1.60970  0.1228
H  2.27727  0.06063  1.05508  0.1377
H  0.81266  3.32389  -1.49230  0.1377
H  -3.04498  2.46928  0.13281  0.1241
H  -1.95710  1.28200  2.04527  0.1222
H  1.50573  0.15174  -1.32645  0.1127
H  3.14482  0.63010  -1.81446  0.1413
H  -1.42798  -0.66412  -2.01550  0.1132
H  -3.77693  0.02805  -2.23172  0.1222

Total energy   -1257.07176 hartree
HOMO-LUMO gap   8.8 eV
SMILES string   COc1ccc(/C=C/CN2CCC[C@@H](C(=O)c3cc(F)ccc3F)C2)cc1

---

2.
# C15H14N3O5

A 2-piece molecular cluster, C15H14N3O5 overall at a distorted geometry (wB97M-V/def2-TZVPD, the Open Molecules 2025 dataset).

Last column: Löwdin charge in e.
Cartesian coordinates (Å):
C  0.15465  -3.32662  3.36531  -0.0672
O  -1.11241  -2.89380  2.82363  -0.0994
C  -1.14322  -2.24225  1.62915  -0.2654
C  -2.42172  -1.84077  1.16654  -0.0108
C  -2.55501  -1.16439  -0.02473  -0.0237
C  -1.43702  -0.90639  -0.85939  -0.2050
C  -1.59419  -0.24592  -2.14715  0.0499
C  -0.93932  -0.66041  -3.27361  -0.2261
C  -1.18568  -0.09699  -4.55835  -0.1914
N  -1.37985  0.32068  -5.63530  0.1747
C  -0.09945  -1.81420  -3.30967  -0.1915
N  0.58625  -2.76122  -3.41715  0.1644
C  -0.16672  -1.30184  -0.38300  -0.0187
C  -0.00569  -1.93725  0.84041  -0.0029
H  -0.11708  -3.80911  4.30909  0.0876
H  0.64805  -4.05300  2.69912  0.0951
H  0.81893  -2.46888  3.55935  0.0933
H  -3.27754  -2.08599  1.79115  0.1143
H  -3.54392  -0.85872  -0.36907  0.1174
H  -2.30798  0.57413  -2.21570  0.1433
H  0.70848  -1.08845  -0.99988  0.1197
H  0.99572  -2.21221  1.17820  0.1064
C  2.28935  2.11718  2.77004  -0.0911
C  1.25707  2.66001  1.81017  -0.2517
O  1.63753  2.24804  0.47680  -0.0580
C  0.73964  2.64897  -0.47003  -0.5259
C  1.27073  2.29590  -1.78584  -0.0321
N  0.57528  2.56384  -2.93430  -0.4521
O  1.09540  2.24680  -4.05533  -0.0981
O  -0.56143  3.08953  -2.87488  -0.0489
O  -0.30718  3.19942  -0.18262  0.0433
H  2.02840  2.38365  3.79815  0.0684
H  2.34510  1.02520  2.70679  0.0677
H  3.27623  2.53939  2.55186  0.0734
H  0.25800  2.27116  2.05121  0.1182
H  1.22777  3.75806  1.85997  0.1220
H  2.24286  1.82646  -1.89097  0.1009

Total energy   -1120.38277 hartree
HOMO-LUMO gap   6.2 eV
Total charge   -1

---

3.
# C24H30N4O4

One molecule with the formula C24H30N4O4 (wB97M-V/def2-TZVPD, the Open Molecules 2025 dataset).

Last column: Löwdin charge in e.
Cartesian coordinates (Å):
C  -4.24135  0.07809  0.89946  -0.0528
C  -3.29184  0.08007  2.09668  -0.2035
N  -1.91271  -0.05745  1.67470  -0.0244
C  -1.56590  -1.32727  1.04782  -0.0281
C  -1.67095  -1.39074  -0.48776  -0.4338
O  -2.55858  -2.01374  -1.03413  0.0603
N  -0.66571  -0.72675  -1.09186  0.1526
C  -0.35905  -0.62269  -2.44732  -0.2047
C  0.72122  0.19134  -2.79466  -0.0390
C  1.08734  0.30897  -4.11714  -0.0823
C  0.39728  -0.36434  -5.11414  -0.0385
C  -0.68239  -1.16972  -4.77129  -0.2688
O  -1.43744  -1.87706  -5.65882  -0.0810
C  -1.11378  -1.80496  -7.02434  -0.0962
C  -1.05875  -1.29713  -3.43455  0.0708
C  -0.96433  0.89505  1.74770  -0.3767
O  0.02713  0.85490  1.02583  0.0364
C  -1.09940  2.00237  2.79881  -0.2006
C  0.14576  2.90416  2.74125  -0.1110
C  1.27108  2.31443  3.61640  -0.1336
N  1.15276  0.87796  3.73120  -0.0459
C  1.59323  -0.05747  2.81804  -0.5103
O  1.18060  -1.20253  2.85544  0.0467
N  2.57065  0.36597  1.95611  0.1510
C  2.91632  -0.22047  0.73638  -0.2289
C  2.53133  -1.50464  0.36351  -0.0202
C  2.88183  -1.99807  -0.87985  -0.0769
C  3.63353  -1.23842  -1.75892  -0.1092
C  4.03705  0.03191  -1.38343  -0.1023
C  3.67820  0.54022  -0.15019  -0.0373
C  -0.00711  0.51078  4.52403  -0.1266
C  -1.20604  1.42469  4.21914  -0.1160
H  -4.16587  -0.84778  0.33705  0.0615
H  -5.26494  0.19151  1.24711  0.0769
H  -4.00555  0.90393  0.23173  0.0865
H  -3.41721  1.01486  2.64050  0.1042
H  -3.54273  -0.74957  2.76780  0.1269
H  -2.23419  -2.08889  1.45424  0.1392
H  -0.53681  -1.56522  1.33617  0.1151
H  -0.06114  -0.19037  -0.46535  0.1015
H  1.26407  0.71369  -2.02194  0.1042
H  1.92598  0.93403  -4.38629  0.1047
H  0.70988  -0.25186  -6.13994  0.0966
H  -1.20143  -0.78243  -7.40707  0.0940
H  -0.10352  -2.17977  -7.22044  0.0940
H  -1.83684  -2.44099  -7.53293  0.0914
H  -1.89576  -1.92689  -3.18651  0.1122
H  -1.98452  2.60410  2.57018  0.1453
H  0.47480  2.97490  1.70385  0.1115
H  -0.09981  3.90615  3.09485  0.1169
H  1.19353  2.70782  4.63563  0.1271
H  2.25037  2.61273  3.24035  0.1147
H  2.84536  1.33390  2.01747  0.1182
H  1.95759  -2.10591  1.04752  0.0990
H  2.56243  -2.99019  -1.16205  0.1079
H  3.90147  -1.63014  -2.72814  0.1019
H  4.62717  0.63578  -2.05751  0.1029
H  3.98537  1.53942  0.13041  0.1087
H  0.25209  0.57169  5.58756  0.1267
H  -0.23803  -0.52891  4.28476  0.1204
H  -2.12574  0.86046  4.36132  0.1026
H  -1.22596  2.26647  4.91559  0.1184

Total energy   -1452.59569 hartree
HOMO-LUMO gap   8.4 eV
SMILES string   CCN(CC(=O)Nc1cccc(OC)c1)C(=O)C1CCN(C(=O)Nc2ccccc2)CC1